# 1
{
  "formula": "C34H96N6O16",
  "method": "wB97M-V/def2-TZVPD",
  "relative_energy_ev": 1.9117,
  "homo_energy_ev": -9.09,
  "smiles": "COC[C@H](C)N.COC[C@H](C)N.COC[C@H](C)N.COC[C@H](C)N.COC[C@H](C)N.COC[C@H](C)N.OCCO.OCCO.OCCO.OCCO.OCCO",
  "mol_weight_g_mol": 845.17,
  "species": ["C", "C", "C", "O", "C", "N", "H", "H", "H", "H", "H", "H", "H", "H", "H", "H", "H", "C", "C", "C", "O", "C", "N", "H", "H", "H", "H", "H", "H", "H", "H", "H", "H", "H", "C", "C", "C", "O", "C", "N", "H", "H", "H", "H", "H", "H", "H", "H", "H", "H", "H", "C", "C", "C", "O", "C", "N", "H", "H", "H", "H", "H", "H", "H", "H", "H", "H", "H", "C", "C", "C", "O", "C", "N", "H", "H", "H", "H", "H", "H", "H", "H", "H", "H", "H", "C", "C", "C", "O", "C", "N", "H", "H", "H", "H", "H", "H", "H", "H", "H", "H", "H", "C", "C", "O", "O", "H", "H", "H", "H", "H", "H", "C", "C", "O", "O", "H", "H", "H", "H", "H", "H", "C", "C", "O", "O", "H", "H", "H", "H", "H", "H", "C", "C", "O", "O", "H", "H", "H", "H", "H", "H", "C", "C", "O", "O", "H", "H", "H", "H", "H", "H"],
  "coordinates": [[2.03382, 3.23622, -2.37864], [1.44285, 4.66904, -2.69009], [0.15703, 4.49186, -3.45294], [-0.32497, 5.76095, -3.76035], [-1.67617, 5.85334, -4.06307], [1.31208, 5.45501, -1.46233], [1.40601, 2.59860, -1.76958], [2.99735, 3.39554, -1.83333], [2.32651, 2.59989, -3.25774], [2.08757, 5.18113, -3.40050], [-0.58420, 3.94165, -2.78830], [0.25591, 3.94399, -4.32828], [-2.25412, 5.28950, -3.32930], [-1.83130, 5.53326, -5.11836], [-2.07986, 6.92081, -3.89088], [2.16257, 5.32646, -0.96384], [1.11156, 6.43630, -1.63462], [4.25948, 4.49657, -5.75041], [5.13240, 3.33379, -6.23048], [5.01742, 2.09712, -5.32662], [5.13065, 2.50557, -3.99611], [4.99979, 1.38131, -3.12018], [4.67345, 2.94591, -7.62542], [4.55013, 4.81500, -4.78302], [3.19953, 4.22874, -5.65585], [4.33708, 5.31157, -6.48927], [6.13166, 3.70063, -6.21729], [5.70829, 1.29425, -5.63730], [4.01088, 1.71213, -5.50336], [4.26751, 0.63785, -3.47684], [4.73523, 1.73699, -2.16779], [6.00193, 0.88636, -3.04461], [3.89740, 2.30196, -7.59069], [5.41673, 2.51451, -8.16340], [-3.89768, -1.25845, 5.38298], [-2.72023, -1.80759, 4.62035], [-2.27488, -3.19015, 5.17111], [-3.32055, -4.11280, 5.03836], [-2.76346, -5.44288, 5.22337], [-2.98512, -1.86557, 3.19061], [-3.62891, -0.96389, 6.42491], [-4.73023, -2.01137, 5.41254], [-4.34893, -0.49860, 4.76741], [-1.82264, -1.18667, 4.80945], [-1.86780, -3.13527, 6.19790], [-1.45632, -3.49010, 4.54545], [-2.25813, -5.78606, 4.32979], [-3.61138, -6.10834, 5.34215], [-2.08059, -5.57492, 6.05199], [-3.75965, -2.49172, 3.05462], [-3.13516, -0.94700, 2.77574], [-4.04945, 3.14729, 3.70920], [-2.95136, 2.94156, 4.73078], [-1.63476, 2.36953, 4.16882], [-1.78739, 1.13962, 3.50357], [-0.66960, 0.43949, 3.08965], [-2.71347, 4.22684, 5.27611], [-3.78396, 3.67247, 2.80477], [-4.81448, 3.77718, 4.18646], [-4.50575, 2.20194, 3.40739], [-3.19892, 2.30305, 5.58401], [-0.89276, 2.29343, 5.02268], [-1.12560, 3.15150, 3.54836], [-0.02895, 1.09777, 2.50030], [-0.97877, -0.43475, 2.56777], [-0.09518, 0.03471, 3.93919], [-2.58101, 4.87303, 4.48204], [-1.91627, 4.32538, 5.87461], [-4.13335, 0.72707, 0.47043], [-3.50703, 0.72024, -0.94071], [-4.21046, 0.19649, -2.15711], [-4.87295, -1.00287, -1.88223], [-4.03188, -2.08125, -1.57206], [-2.93586, 2.07706, -1.29072], [-4.48965, -0.25021, 0.85422], [-4.95579, 1.45801, 0.54839], [-3.31318, 1.07874, 1.12441], [-2.54727, 0.18029, -0.78998], [-3.41170, 0.12328, -2.90516], [-4.96284, 0.93690, -2.49541], [-3.13688, -1.75704, -1.07548], [-3.68402, -2.72782, -2.43303], [-4.71059, -2.73460, -0.93145], [-2.26350, 2.37446, -0.58214], [-3.58132, 2.85945, -1.50385], [-1.47985, -3.88963, 0.03406], [-0.36242, -3.04953, 0.61715], [-0.47784, -1.66277, -0.09560], [0.62338, -0.88159, 0.32861], [0.66963, 0.35300, -0.38185], [-0.31169, -2.99580, 2.07442], [-2.49815, -3.47424, 0.19147], [-1.42789, -4.96162, 0.31202], [-1.22770, -4.08128, -0.97010], [0.52550, -3.46280, 0.15853], [-1.41243, -1.09743, 0.08736], [-0.35798, -1.88406, -1.18594], [1.63728, 0.73510, -0.19168], [-0.10482, 1.07102, -0.02389], [0.53499, 0.27599, -1.48694], [-1.20223, -2.70246, 2.47312], [0.34228, -2.24568, 2.28600], [3.67361, -1.62017, 3.17212], [3.76688, -2.29048, 1.77092], [3.67566, -1.35344, 0.65105], [2.29558, -1.08231, 3.41981], [4.45386, -0.90084, 3.19131], [3.93287, -2.41708, 3.92368], [3.00318, -3.04581, 1.46060], [4.74043, -2.70349, 1.84266], [2.71790, -1.17964, 0.48144], [2.31340, -0.13740, 3.28054], [-0.28532, 4.99530, 1.44413], [0.74945, 3.94102, 1.75524], [1.19347, 3.84369, 3.10448], [-0.78320, 4.74939, 0.15635], [0.11796, 6.00831, 1.47300], [-1.08511, 4.97803, 2.12864], [1.60990, 4.04014, 1.10827], [0.16105, 3.03150, 1.67315], [1.66071, 4.60964, 3.38547], [-0.11241, 5.06038, -0.46665], [0.11564, 0.59507, -5.32792], [-1.20555, 0.92771, -4.80605], [-1.25800, 0.95302, -3.37727], [1.26069, 1.39430, -4.98685], [-0.06559, 0.64863, -6.42785], [0.49948, -0.37469, -4.93679], [-1.94350, 0.20817, -5.23925], [-1.44250, 1.94358, -5.13434], [-1.75955, 1.67193, -3.02976], [1.25444, 2.19793, -5.47517], [0.73133, -6.40925, 3.20175], [2.16473, -6.91179, 3.32796], [2.95384, -6.12195, 2.55522], [0.75920, -5.03577, 3.71364], [0.08443, -6.98875, 3.88651], [0.39227, -6.51421, 2.16083], [2.19233, -7.96421, 2.98531], [2.46377, -6.88536, 4.42408], [2.69518, -5.19859, 2.65897], [0.33754, -4.40709, 3.04903], [2.37706, -6.73772, -1.27960], [1.97229, -5.77571, -2.44330], [1.86306, -6.62159, -3.63362], [2.04798, -6.10345, -0.08226], [3.43057, -7.06949, -1.30284], [1.80550, -7.72741, -1.34856], [2.81336, -5.08555, -2.57545], [1.06052, -5.20363, -2.23216], [1.53498, -6.02450, -4.32226], [2.72001, -6.35331, 0.54327]],
  "atomic_forces_ev_per_a": [[1.5, 0.8, -0.3], [0.5, -1.8, -0.8], [-1.7, 0.4, 3.0], [0.4, 1.5, 0.3], [-1.1, 1.2, -0.1], [-1.0, -0.4, -0.6], [-0.4, 0.2, 0.2], [-0.7, -0.2, -0.2], [-0.5, 1.1, 0.5], [0.5, 0.0, 0.0], [0.6, 0.5, -0.6], [0.6, -1.3, -1.7], [-0.2, -0.5, -0.3], [-0.4, 0.1, 0.7], [1.1, -1.4, -0.6], [0.7, 0.4, 0.6], [0.3, -0.2, -0.2], [-0.4, -0.3, -1.1], [-1.9, -0.9, -0.8], [-0.4, 0.9, -0.8], [-0.1, -0.9, 0.6], [1.5, -0.5, -1.3], [1.1, 0.8, 0.8], [0.5, 0.5, 0.9], [0.1, -0.2, -0.2], [0.0, -0.3, 0.4], [1.0, 0.1, -0.5], [0.2, 0.3, 0.3], [-0.3, -0.3, 0.1], [0.1, 0.4, 0.0], [-0.4, 0.4, 1.2], [-0.8, 0.1, 0.0], [-0.1, -0.1, 0.2], [-0.1, 0.0, 0.1], [-1.0, -0.9, 0.6], [0.9, -0.3, 1.1], [-0.1, 1.3, -0.8], [0.8, -1.4, 0.7], [-1.4, 0.2, -0.7], [0.8, -0.3, 0.0], [-0.4, 0.1, -0.8], [0.9, 0.3, 0.3], [0.1, 1.0, 0.3], [-0.5, 0.0, -0.3], [-0.5, 0.2, -0.1], [0.7, -0.4, -0.4], [0.4, 0.2, -0.4], [-0.2, -0.1, 0.3], [0.1, 0.5, 0.4], [-0.4, 0.0, -0.4], [-0.3, -0.3, 0.3], [-1.2, -0.8, 0.6], [1.0, -1.0, -0.4], [1.5, 0.6, 0.4], [-1.9, 0.3, 0.3], [1.2, 0.5, 0.9], [0.0, 2.3, -0.4], [0.7, 0.2, -0.3], [0.0, -0.4, -0.1], [0.0, 0.1, 0.0], [-0.7, -0.3, -0.4], [-0.7, -0.3, -0.5], [-0.6, -0.6, -0.1], [0.3, -0.3, -0.2], [-0.3, -0.4, -0.8], [0.1, 0.4, 0.0], [0.0, -0.2, 0.8], [0.4, -0.3, 0.3], [-0.2, 0.2, -0.2], [2.0, 1.7, 1.2], [-0.2, 0.6, 0.1], [-0.3, -0.1, -0.7], [-1.2, -1.7, 0.0], [-0.3, 0.0, -0.3], [0.2, 0.4, -0.5], [0.2, -0.3, 0.0], [-0.5, -0.2, 0.0], [-0.7, -0.1, -0.4], [-0.4, -0.3, -0.3], [0.2, -0.5, 0.1], [0.3, 0.0, 0.6], [-0.5, 0.9, 0.4], [1.3, 0.6, -0.5], [-0.4, 0.1, -0.2], [0.2, -1.0, 0.6], [-0.4, -1.2, 1.3], [-1.3, 0.9, -0.9], [0.7, -0.9, 0.1], [-0.1, 0.5, -0.7], [-1.0, 0.0, -0.3], [0.7, 0.1, -0.5], [0.7, -0.4, -0.2], [-0.2, 0.6, 1.0], [-0.2, 0.6, -1.8], [0.8, -0.2, 0.6], [0.2, -0.5, 0.1], [-0.4, 0.4, 0.5], [1.0, 0.7, 0.2], [0.4, -0.4, 0.0], [0.0, -0.4, 0.7], [-0.3, 0.0, -0.2], [0.2, -0.1, 0.4], [-2.6, -1.7, -0.8], [-1.9, 1.2, -0.6], [-0.2, 0.0, 0.8], [2.0, -1.0, 0.0], [0.4, 1.1, 0.2], [-0.7, 0.8, -0.4], [0.6, 0.1, 1.3], [1.1, -0.7, -0.8], [0.9, -0.4, 0.4], [0.1, 0.4, -0.1], [1.0, 0.8, -0.9], [-0.5, -0.2, 1.2], [-0.6, -0.7, 0.1], [-1.1, -0.4, 0.3], [0.3, 0.2, 0.2], [-1.1, -0.2, 1.0], [0.0, -0.4, -0.6], [0.5, -0.4, -0.8], [0.6, 1.1, 0.2], [0.5, 0.0, -0.6], [2.1, -1.1, -0.8], [-1.4, 1.3, 1.7], [1.2, -1.7, -1.0], [-0.6, -0.6, 0.6], [0.6, -0.7, 0.4], [-0.9, 0.2, -0.8], [0.4, 0.5, 0.3], [-0.3, 0.0, -0.4], [-0.9, 1.0, 0.6], [-0.1, 1.1, -0.6], [0.0, 0.6, 1.5], [-1.7, -1.0, 1.7], [2.1, 0.7, -1.4], [-0.4, -0.6, -1.5], [0.1, 0.1, -0.4], [0.0, 0.4, 0.3], [0.3, 0.5, 0.1], [-0.3, -0.1, -1.1], [-0.3, 0.0, 0.3], [0.3, -0.5, 0.5], [-1.4, -1.2, -1.0], [1.3, -1.8, -0.1], [-0.4, 1.3, 0.6], [-0.1, 0.4, 0.0], [-0.2, 0.6, -0.3], [0.4, 1.3, -0.3], [-0.2, 0.2, 0.0], [0.0, -0.4, 0.1], [0.2, -0.4, 0.0], [0.2, 0.1, 1.1]],
  "lowdin_charge": [-0.0183, -0.3695, -0.2204, -0.1861, -0.1184, 0.0610, 0.0533, 0.0811, 0.0701, 0.1279, 0.1402, 0.0903, 0.0746, 0.0959, 0.1143, 0.0740, 0.1079, -0.0655, -0.3809, -0.2426, -0.1914, -0.0925, 0.0344, 0.0547, 0.0675, 0.0856, 0.1250, 0.1323, 0.1018, 0.0960, 0.0550, 0.1031, 0.0527, 0.0609, -0.0614, -0.4259, -0.2197, -0.1719, -0.0746, 0.0543, 0.0954, 0.0913, 0.0575, 0.1261, 0.1383, 0.0870, 0.0733, 0.0827, 0.0871, 0.0856, 0.0591, -0.0553, -0.4599, -0.1888, -0.1911, -0.1188, 0.0225, 0.0735, 0.0851, 0.0681, 0.1410, 0.1428, 0.1010, 0.0790, 0.0462, 0.0960, 0.0848, 0.0701, -0.0387, -0.4113, -0.2088, -0.1728, -0.1186, 0.0357, 0.0778, 0.0833, 0.0638, 0.0943, 0.1091, 0.1410, 0.0330, 0.1058, 0.1178, 0.0612, 0.0940, -0.0586, -0.3857, -0.1872, -0.2182, -0.0935, 0.0785, 0.0785, 0.0887, 0.0527, 0.1239, 0.1043, 0.1425, 0.0694, 0.0881, 0.0931, 0.0432, 0.0631, -0.1597, -0.2085, -0.1006, -0.0908, 0.0985, 0.1278, 0.1215, 0.0956, 0.0529, 0.0612, -0.2643, -0.2349, -0.0608, -0.0923, 0.1205, 0.0881, 0.1120, 0.0907, 0.0682, 0.0073, -0.2442, -0.2560, -0.0895, -0.0793, 0.1330, 0.1392, 0.1347, 0.1206, 0.0138, 0.0484, -0.2198, -0.2943, -0.0754, -0.1338, 0.1082, 0.1133, 0.1273, 0.1348, 0.0787, 0.0371, -0.2548, -0.1997, -0.0956, -0.0836, 0.1246, 0.1328, 0.1125, 0.1068, 0.0768, 0.0470]
}

---

# 2
{
  "formula": "C6H33NO11",
  "method": "wB97M-V/def2-TZVPD",
  "relative_energy_ev": 5.2740,
  "homo_energy_ev": -9.44,
  "smiles": "C=CCCCNCO.O.O.O.O.O.O.O.O.O.O",
  "mol_weight_g_mol": 295.33,
  "species": ["C", "N", "C", "O", "C", "C", "C", "C", "H", "H", "H", "H", "H", "H", "H", "H", "H", "H", "H", "H", "H", "H", "H", "O", "H", "H", "O", "H", "H", "O", "H", "H", "O", "H", "H", "O", "H", "H", "O", "H", "H", "O", "H", "H", "O", "H", "H", "O", "H", "H", "O"],
  "coordinates": [[0.34937, 1.90978, -2.44755], [0.64830, 0.58843, -1.90495], [1.98877, 0.12066, -2.17820], [2.27175, -1.08512, -1.46970], [-1.18881, 2.07433, -2.34236], [-1.55013, 3.13274, -1.27962], [-2.51502, 2.61492, -0.28846], [-1.97147, 2.01231, 0.80007], [0.58614, 1.94328, -3.56149], [0.98115, 2.73599, -2.08862], [0.63121, 0.54180, -0.84552], [2.63364, 0.80578, -1.58443], [2.34531, -0.09419, -3.21523], [1.40218, -1.55958, -1.29889], [-1.74649, 1.10567, -2.10029], [-1.46118, 2.25383, -3.42524], [-1.85140, 4.16608, -1.71029], [-0.58749, 3.44359, -0.80785], [-3.58385, 2.77379, -0.43069], [-2.59156, 1.41849, 1.50075], [-0.86957, 2.10549, 0.98940], [-2.89765, -1.32272, 1.38897], [-3.63957, -1.43078, 2.81525], [-2.87736, -1.66993, 2.30082], [1.16112, -1.31076, 0.62722], [0.42841, -0.61799, 1.91590], [0.62268, -0.53946, 0.97774], [1.97319, 0.55904, 1.72562], [1.89608, 0.68356, 3.14682], [2.59875, 0.79881, 2.43334], [-1.41832, -3.27725, 1.01455], [-0.12559, -3.40991, 0.51368], [-1.04017, -3.57598, 0.17703], [-2.42530, -0.90351, -0.86483], [-3.13019, 0.33156, -0.23081], [-3.26995, -0.49199, -0.71649], [-0.78373, -2.28522, 4.35672], [-1.36156, -1.65582, 3.00818], [-0.51456, -1.91610, 3.52441], [2.58626, 2.85922, 2.98001], [1.91644, 3.11605, 1.65747], [2.04919, 3.52127, 2.53790], [-1.41035, -2.43249, -3.06136], [-0.46579, -1.16022, -3.47365], [-1.13289, -1.78955, -3.70569], [1.78226, -4.09630, -0.13383], [2.66525, -2.84827, 0.54734], [1.81103, -3.27639, 0.32768], [4.02995, -1.28159, 0.66912], [3.21958, -1.58930, 1.93176], [3.83194, -1.99601, 1.29831]],
  "atomic_forces_ev_per_a": [[-0.5, -1.1, -1.7], [0.7, -1.1, 0.5], [1.7, 0.1, 1.5], [-2.1, -1.1, 0.6], [-0.4, -0.1, -1.2], [0.4, 2.8, -1.4], [1.2, -0.2, 2.0], [-0.7, 0.3, -0.4], [0.0, -0.6, 1.3], [-0.4, 0.0, 0.6], [-0.6, 0.5, -1.6], [0.6, 0.2, -1.3], [-0.9, 1.0, 0.4], [1.5, 0.5, -0.6], [1.3, 1.2, -0.3], [-0.5, 0.5, 1.4], [0.0, -1.8, 0.3], [-0.7, -0.6, 0.2], [0.2, -0.5, -0.1], [0.5, 0.7, -0.1], [-1.2, -0.5, -0.3], [-0.7, 0.0, 0.4], [-0.6, 0.3, -0.2], [1.0, -0.2, -0.7], [-1.0, 0.8, 1.1], [-0.1, -0.9, 0.2], [0.7, -0.3, -1.0], [0.5, 0.1, -0.8], [1.7, 0.4, -0.5], [-2.0, -0.8, 1.3], [-1.1, -0.2, -0.1], [-0.1, -0.4, -1.1], [1.1, 0.7, 1.3], [0.8, -0.1, -0.2], [0.4, -0.1, -0.4], [-1.0, -0.1, 0.6], [-0.3, -0.2, 0.4], [1.3, -0.8, 1.4], [-0.7, 1.1, -1.8], [0.1, -0.1, 0.0], [0.1, 0.4, 0.7], [-0.3, 0.0, -0.8], [0.5, 0.2, 0.8], [0.5, 0.1, 1.2], [-1.0, -0.3, -1.8], [0.8, -0.7, -0.5], [0.5, -0.9, -0.3], [-1.5, 1.3, 0.7], [0.0, -0.2, 0.2], [0.4, 0.1, 0.1], [-0.1, 0.5, -0.1]],
  "lowdin_charge": [-0.2385, -0.0678, -0.2985, -0.1092, -0.1754, -0.2394, -0.1880, -0.0048, 0.1291, 0.1119, 0.1085, 0.1237, 0.1393, 0.0897, 0.1100, 0.1179, 0.1366, 0.1005, 0.1148, 0.0610, 0.0768, 0.0431, 0.0664, -0.0343, 0.0415, 0.0231, -0.0786, -0.0019, 0.0927, -0.0857, 0.0079, 0.0037, -0.0720, 0.0206, -0.0180, -0.0437, 0.0224, 0.0158, -0.1013, 0.0028, 0.0265, -0.0797, 0.0248, -0.0095, -0.0432, 0.0535, -0.0064, -0.0673, 0.0744, 0.0518, -0.0276]
}

---

# 3
{
  "formula": "C3H8NO",
  "method": "wB97M-V/def2-TZVPD",
  "relative_energy_ev": 1.4117,
  "homo_energy_ev": -14.33,
  "charge": 1,
  "mol_weight_g_mol": 74.10,
  "species": ["C", "N", "H", "H", "H", "H", "O", "C", "C", "H", "H", "H", "H"],
  "coordinates": [[1.87057, 1.37855, 0.47145], [2.28235, 0.44680, -0.30462], [0.82899, 1.42694, 0.77639], [2.33537, 2.35910, 0.36807], [3.05758, 0.78045, -0.87773], [1.66661, -0.17725, -0.84075], [-0.51414, 0.34653, -0.53902], [-1.34948, -0.15133, 0.19808], [-2.01642, -1.44294, -0.02658], [-1.54750, 0.43447, 1.12714], [-1.56685, -1.96814, -0.86390], [-3.06517, -1.27855, -0.28998], [-1.98190, -2.15463, 0.80144]],
  "atomic_forces_ev_per_a": [[-1.6, 0.9, -1.9], [0.4, 1.6, -1.3], [0.2, -0.8, 0.7], [0.9, -0.4, 1.0], [0.4, -0.8, 0.2], [-0.3, -0.4, 1.2], [-0.1, -0.5, -0.1], [0.8, 0.8, 0.7], [-0.2, -0.8, -0.6], [-0.5, -0.5, -0.2], [0.1, 0.2, -0.3], [0.0, 0.1, 0.2], [-0.1, 0.5, 0.3]],
  "lowdin_charge": [0.1670, 0.1973, 0.0982, 0.1370, 0.1558, 0.1515, -0.0252, -0.2719, -0.0338, 0.1345, 0.0883, 0.1040, 0.0972]
}